One molecule with the formula C28H37ClN2O6 in a non-equilibrium geometry. Source: the OMol25 dataset; level of theory: wB97M-V/def2-TZVPD.

Last column: Löwdin charge in e.
Atoms and positions in Å:
C -0.492 -2.296 -1.768  -0.12
N -0.161 -1.609 -0.480  -0.10
C 1.095 -0.840 -0.687  -0.17
C 1.163 0.594 -0.052  -0.18
C 2.639 1.116 -0.363  -0.10
C 3.295 2.166 0.451  0.02
C 4.663 2.553 0.119  -0.13
N 5.441 2.058 -0.884  0.03
C 4.829 1.096 -1.625  -0.14
C 3.475 0.572 -1.452  -0.01
C 0.322 1.643 -0.940  -0.39
O 0.978 2.109 -2.140  0.01
C -1.091 1.219 -1.492  -0.10
C -2.083 2.424 -1.723  -0.16
C -3.483 1.788 -2.168  -0.19
C -3.454 1.245 -3.662  -0.14
C -3.156 -0.305 -3.774  -0.20
O -4.159 -0.892 -4.647  -0.02
C -4.014 -2.255 -4.811  -0.48
C -2.746 -3.077 -4.376  -0.01
O -4.926 -2.886 -5.290  0.09
O 0.387 2.850 -0.129  -0.09
C 0.184 2.371 1.207  -0.61
Cl 0.503 3.687 2.393  0.69
C 0.692 0.868 1.440  -0.24
C -0.684 0.198 1.949  -0.12
C -0.527 -1.250 2.555  -0.17
C -0.669 -1.320 4.145  -0.08
C -1.731 -2.364 4.597  -0.47
O -2.833 -2.026 4.939  0.12
O -1.368 -3.720 4.642  0.05
C 1.652 0.528 2.620  -0.16
C 1.582 1.061 3.975  -0.07
C 2.504 0.679 5.048  -0.06
C 3.554 -0.308 4.809  -0.08
C 3.662 -0.860 3.459  -0.06
C 2.726 -0.471 2.392  -0.01
H -0.931 -1.522 -2.449  0.05
H -1.201 -3.125 -1.520  0.09
H 0.442 -2.729 -2.245  0.10
H 0.078 -2.363 0.175  0.09
H 1.183 -0.702 -1.806  0.12
H 1.993 -1.472 -0.412  0.13
H 2.797 2.639 1.323  0.08
H 5.128 3.338 0.773  0.11
H 5.433 0.641 -2.454  0.11
H 3.116 -0.213 -2.147  0.10
H 0.806 3.068 -2.191  0.13
H -1.633 0.448 -0.887  0.10
H -0.908 0.761 -2.508  0.12
H -2.311 2.987 -0.772  0.12
H -1.774 3.108 -2.555  0.12
H -4.343 2.477 -1.985  0.11
H -3.671 0.879 -1.518  0.11
H -4.479 1.386 -4.102  0.12
H -2.732 1.854 -4.264  0.12
H -3.134 -0.835 -2.788  0.12
H -2.165 -0.433 -4.303  0.12
H -2.842 -3.242 -3.268  0.08
H -2.761 -4.102 -4.835  0.10
H -1.805 -2.551 -4.671  0.08
H -0.944 2.290 1.233  0.10
H -1.499 0.234 1.187  0.11
H -1.024 0.865 2.798  0.12
H -1.406 -1.849 2.160  0.11
H 0.375 -1.812 2.183  0.10
H 0.356 -1.615 4.522  0.12
H -0.880 -0.317 4.585  0.11
H -1.836 -4.165 3.909  0.12
H 0.789 1.797 4.246  0.08
H 2.420 1.104 6.071  0.10
H 4.243 -0.620 5.624  0.10
H 4.461 -1.599 3.207  0.10
H 2.888 -0.956 1.406  0.09

Summary:
- total charge = 0
- multiplicity = 1
- SMILES = CNC[C@@]1(c2ccncc2)[C@@](O)(CCCCCOC(C)=O)O[C@H](Cl)[C@]1(CCCC(=O)O)c1ccccc1
- gap between HOMO and LUMO (eV) = 9.246

=====

A 2-piece molecular cluster, C2H4N7O3 overall in a non-equilibrium geometry. Source: the OMol25 dataset; level of theory: wB97M-V/def2-TZVPD.

Last column: natural (NBO) charge in e.
Atoms and positions in Å:
C -2.393 -0.683 1.667  0.42
C 0.865 0.113 0.686  0.53
N -3.518 -0.580 1.847  -0.33
N -0.817 0.089 -1.285  -0.41
N 1.525 1.182 0.857  -0.73
N -1.083 -0.937 1.396  0.19
N -0.426 0.102 1.098  -0.22
N 1.381 -1.060 0.152  -0.82
N -0.326 0.826 -2.037  0.47
O -0.685 -2.127 1.396  -0.51
O 0.255 2.043 -1.613  -0.62
O -0.102 0.614 -3.202  -0.56
H 0.038 2.106 -0.661  0.48
H 2.388 1.144 0.224  0.33
H 2.159 -1.078 -0.421  0.37
H 0.741 -1.756 -0.106  0.40

Summary:
- total charge = -1
- energy above the lowest of the compared OMol25 structures with the same formula, charge and spin (kcal/mol) = 61.42
- multiplicity = 1
- gap between HOMO and LUMO (alpha / beta) (eV) = 7.199 / 5.727

=====

C12H24BrF12N2O16S4V as an isolated structure in a non-equilibrium geometry. Source: the OMol25 dataset; level of theory: wB97M-V/def2-TZVPD.

Last column: Löwdin charge in e.
Atoms and positions in Å:
O 1.260 -0.333 1.037  -0.36
V 0.589 0.448 -0.215  0.73
O -0.995 0.365 -0.123  -0.33
C 5.194 -2.417 -0.581  -0.03
C 4.191 -3.360 0.106  -0.30
C 3.293 -2.763 1.167  -0.23
O 2.451 -3.664 1.790  -0.16
C 1.667 -3.085 2.827  -0.07
N 3.360 -4.054 -0.948  0.22
H 3.904 -4.400 -1.734  0.16
H 2.812 -4.817 -0.545  0.16
H 2.665 -3.396 -1.307  0.03
H 4.665 -1.911 -1.396  0.08
H 5.963 -3.010 -1.081  0.08
H 5.656 -1.668 0.049  0.07
H 4.856 -4.126 0.521  0.14
H 2.747 -2.001 0.575  0.11
H 3.900 -2.120 1.813  0.13
H 1.157 -3.930 3.291  0.09
H 0.950 -2.391 2.393  0.06
H 2.244 -2.637 3.641  0.10
C -5.692 -0.491 -1.996  -0.05
C -4.627 0.538 -1.676  -0.30
C -4.747 1.237 -0.333  -0.20
O -3.611 2.039 -0.176  -0.16
C -3.421 2.463 1.148  -0.09
N -3.270 -0.126 -1.703  0.21
H -3.164 -0.905 -2.347  0.16
H -2.660 0.632 -1.997  0.07
H -2.967 -0.475 -0.770  0.11
H -5.690 -1.368 -1.347  0.08
H -5.497 -0.906 -2.989  0.08
H -6.688 -0.048 -2.031  0.08
H -4.707 1.280 -2.471  0.15
H -4.756 0.432 0.410  0.12
H -5.674 1.817 -0.297  0.13
H -4.219 3.145 1.488  0.09
H -2.560 3.128 1.133  0.07
H -3.281 1.713 1.928  0.10
C -0.433 3.822 -3.405  -0.62
F -0.963 4.247 -2.248  0.12
F -1.175 4.214 -4.452  0.12
F 0.758 4.447 -3.538  0.11
S -0.214 1.958 -3.270  0.51
O 0.424 1.680 -1.990  -0.40
O -1.572 1.430 -3.275  -0.33
O 0.558 1.569 -4.421  -0.29
C -1.980 -2.895 1.955  -0.67
F -1.033 -2.112 1.443  0.11
F -1.985 -4.049 1.277  0.11
F -1.720 -3.183 3.237  0.11
S -3.678 -2.158 1.888  0.47
O -3.930 -1.902 0.468  -0.35
O -4.531 -3.219 2.389  -0.34
O -3.640 -0.972 2.720  -0.32
C 4.645 0.834 0.996  -0.60
F 5.421 1.830 1.468  0.11
F 5.156 -0.381 1.249  0.07
F 3.504 0.986 1.674  0.10
S 4.227 1.150 -0.856  0.51
O 5.245 0.408 -1.601  -0.35
O 2.857 0.694 -1.113  -0.40
O 4.341 2.588 -0.916  -0.30
C -0.003 4.760 1.825  -0.62
F 0.410 5.490 0.783  0.13
F 0.101 5.508 2.932  0.11
F -1.307 4.466 1.667  0.08
S 0.977 3.133 1.994  0.53
O 2.362 3.569 1.980  -0.30
O 0.555 2.614 3.276  -0.30
O 0.578 2.353 0.819  -0.36
Br 0.749 -1.712 -2.209  -0.09

Summary:
- total charge = -2
- energy above the lowest of the compared OMol25 structures with the same formula, charge and spin (kcal/mol) = 14.49
- multiplicity = 1
- gap between HOMO and LUMO (eV) = 7.364

=====

C19H18IN3O3 as an isolated structure in a non-equilibrium geometry. Source: the OMol25 dataset; level of theory: wB97M-V/def2-TZVPD.

Last column: natural (NBO) charge in e.
Atoms and positions in Å:
C -1.232 -0.226 5.266  -0.23
C -0.969 -1.070 4.462  -0.03
C -0.664 -2.146 3.504  -0.15
O 0.716 -2.511 3.604  -0.51
C 1.521 -1.751 2.835  0.96
O 2.156 -2.224 1.954  -0.53
O 1.613 -0.411 3.098  -0.69
I 2.766 -0.201 4.740  0.48
H -1.359 0.295 6.176  0.24
H -0.983 -1.909 2.490  0.22
H -1.242 -3.003 3.833  0.23
N -0.325 4.228 5.951  -0.42
C -0.379 3.283 5.013  0.03
C 0.262 3.376 3.787  -0.26
C 0.999 4.516 3.517  -0.17
C 1.066 5.512 4.478  -0.26
C 0.391 5.317 5.673  0.03
H -0.968 2.409 5.264  0.19
H 0.184 2.574 3.065  0.23
H 1.514 4.628 2.571  0.22
H 1.630 6.418 4.307  0.22
H 0.418 6.068 6.455  0.19
N -0.932 -1.668 -0.956  -0.43
C 0.229 -1.287 -0.421  0.02
C 1.098 -0.391 -1.023  -0.25
C 0.745 0.138 -2.254  -0.18
C -0.456 -0.247 -2.829  -0.26
C -1.254 -1.146 -2.140  0.03
H 0.466 -1.728 0.533  0.19
H 2.026 -0.119 -0.538  0.22
H 1.396 0.840 -2.758  0.21
H -0.769 0.141 -3.787  0.24
H -2.204 -1.471 -2.551  0.19
N -1.544 -1.467 -5.678  -0.43
C -1.238 -1.068 -6.913  0.03
C -0.495 -1.822 -7.807  -0.26
C -0.038 -3.063 -7.396  -0.17
C -0.342 -3.498 -6.117  -0.26
C -1.096 -2.666 -5.303  0.04
H -1.614 -0.089 -7.191  0.19
H -0.280 -1.446 -8.798  0.22
H 0.547 -3.683 -8.064  0.22
H -0.004 -4.459 -5.757  0.22
H -1.359 -2.968 -4.296  0.20

Summary:
- total charge = 0
- multiplicity = 1
- gap between HOMO and LUMO (eV) = 7.902

=====

A 2-piece molecular cluster, H6OSi2 overall. Source: the OMol25 dataset; level of theory: wB97M-V/def2-TZVPD.

Last column: natural (NBO) charge in e.
Atoms and positions in Å:
O -0.726 0.844 1.698  -1.13
Si -1.753 1.876 1.319  1.62
H -1.599 2.903 0.296  -0.24
H -3.064 1.989 1.946  -0.24
Si 1.424 -1.517 -1.036  0.61
H 2.586 -0.726 -1.443  -0.16
H 1.853 -2.897 -0.810  -0.16
H 0.456 -1.508 -2.136  -0.16
H 0.822 -0.964 0.166  -0.13

Summary:
- total charge = 0
- energy above the lowest of the compared OMol25 structures with the same formula, charge and spin (kcal/mol) = 61.58
- multiplicity = 1
- SMILES = O=[SiH2].[SiH4]
- gap between HOMO and LUMO (eV) = 10.357

=====

| no. | DFT total energy (a.u.) |
| --- | --- |
| 1 | -2110.127155 |
| 2 | -687.384285 |
| 3 | -8094.377626 |
| 4 | -1422.350969 |
| 5 | -657.747415 |